Record 1
{"formula": "C47H32Cl5MnN3O6P2", "method": "ωB97M-V/def2-TZVPD", "species": ["Mn", "C", "P", "C", "C", "C", "C", "C", "C", "C", "C", "C", "C", "C", "C", "C", "C", "C", "C", "C", "P", "C", "C", "C", "C", "C", "C", "C", "C", "C", "C", "C", "C", "N", "H", "H", "H", "H", "H", "H", "H", "H", "H", "H", "H", "H", "H", "H", "H", "H", "H", "H", "H", "H", "H", "H", "H", "H", "H", "H", "Cl", "C", "C", "Cl", "C", "Cl", "C", "O", "C", "O", "C", "Cl", "O", "C", "O", "C", "C", "Cl", "N", "N", "C", "C", "O", "O", "C", "C", "C", "C", "C", "C", "H", "H", "H", "H", "H", "H"], "positions_angstrom": [[-0.014, 0.158, -0.147], [-1.802, 0.401, -3.002], [-2.473, 0.002, -1.334], [-3.335, -1.573, -1.698], [-2.513, -2.682, -1.920], [-3.069, -3.916, -2.217], [-4.449, -4.069, -2.278], [-5.270, -2.977, -2.044], [-4.715, -1.736, -1.757], [-3.828, 1.194, -1.051], [-4.040, 2.318, -1.845], [-4.966, 3.286, -1.473], [-5.698, 3.141, -0.305], [-5.495, 2.024, 0.498], [-4.560, 1.070, 0.133], [-0.490, -0.302, -3.205], [0.101, -0.714, -4.385], [1.414, -1.130, -4.043], [1.533, -0.946, -2.676], [2.740, -1.120, -1.805], [2.292, -1.520, -0.059], [3.898, -1.340, 0.801], [3.885, -0.779, 2.074], [5.062, -0.618, 2.792], [6.272, -1.002, 2.233], [6.299, -1.551, 0.957], [5.119, -1.720, 0.249], [2.171, -3.355, -0.160], [2.479, -4.150, 0.943], [2.265, -5.519, 0.921], [1.727, -6.123, -0.208], [1.407, -5.342, -1.309], [1.622, -3.971, -1.286], [0.366, -0.473, -2.159], [-1.632, 1.481, -3.015], [-2.519, 0.129, -3.781], [-1.439, -2.579, -1.836], [-2.416, -4.765, -2.379], [-4.880, -5.039, -2.498], [-6.348, -3.086, -2.083], [-5.369, -0.889, -1.585], [-3.465, 2.455, -2.751], [-5.103, 4.161, -2.096], [-6.411, 3.901, -0.010], [-6.049, 1.908, 1.422], [-4.380, 0.220, 0.784], [-0.343, -0.687, -5.370], [2.183, -1.493, -4.711], [3.317, -0.190, -1.750], [3.390, -1.900, -2.213], [2.943, -0.435, 2.486], [5.034, -0.172, 3.778], [7.194, -0.862, 2.784], [7.243, -1.843, 0.511], [5.149, -2.155, -0.743], [2.892, -3.692, 1.835], [2.506, -6.113, 1.794], [1.546, -7.191, -0.222], [0.977, -5.798, -2.193], [1.350, -3.374, -2.149], [1.969, 6.632, -1.966], [1.965, 5.040, -1.256], [3.021, 4.613, -0.488], [4.395, 5.649, -0.214], [2.989, 3.325, 0.082], [4.307, 2.762, 1.076], [1.904, 2.464, -0.070], [1.826, 1.303, 0.489], [0.773, 2.929, -0.865], [-0.265, 2.172, -0.948], [0.860, 4.191, -1.450], [-0.503, 4.716, -2.407], [-0.796, -2.549, 4.945], [-0.634, -1.264, 5.185], [-0.502, -0.824, 6.306], [-0.617, -0.368, 3.995], [-0.486, 1.014, 4.043], [-0.356, 2.074, 5.369], [-0.549, 1.492, 2.784], [-0.724, 0.484, 1.915], [-0.735, -0.635, 2.611], [-0.877, -1.944, 1.839], [-1.093, -2.963, 2.529], [-0.769, -1.853, 0.607], [-0.455, 2.844, 2.308], [0.686, 3.580, 2.577], [0.784, 4.866, 2.068], [-0.247, 5.386, 1.297], [-1.378, 4.628, 1.031], [-1.487, 3.340, 1.533], [-0.862, -2.737, 3.936], [1.507, 3.134, 3.122], [1.689, 5.436, 2.231], [-0.147, 6.372, 0.858], [-2.158, 5.012, 0.388], [-2.342, 2.719, 1.297]], "mulliken_spin": [4.665, -0.014, -0.012, 0.019, 0.001, -0.002, 0.004, -0.002, 0.001, 0.031, 0.004, -0.003, 0.005, -0.002, 0.016, 0.046, 0.008, 0.007, 0.060, -0.023, -0.001, 0.012, 0.016, 0.001, 0.000, 0.000, -0.004, 0.002, 0.002, -0.002, 0.004, -0.003, 0.008, -0.079, -0.001, -0.002, 0.027, 0.000, 0.001, -0.001, 0.001, 0.001, 0.000, 0.001, 0.000, 0.000, 0.001, 0.000, 0.003, -0.002, 0.003, 0.000, 0.000, 0.000, 0.000, 0.001, 0.000, 0.000, 0.000, 0.003, 0.000, 0.002, 0.002, 0.000, 0.010, 0.000, -0.011, 0.094, -0.045, 0.061, 0.012, 0.000, 0.000, -0.001, 0.000, -0.009, -0.002, 0.002, -0.013, 0.091, 0.050, -0.045, 0.001, -0.015, 0.024, -0.006, 0.000, 0.000, 0.003, -0.005, 0.000, 0.000, 0.000, 0.000, 0.000, -0.004], "spin_multiplicity": 6, "gap_ev": [5.841, 5.889], "e_above_lowest_kcal_mol": 0.0, "e_lumo_ev": [4.1, 4.1], "charge": -2}

=====

Record 2
{"formula": "C47H36CsN9O4", "method": "ωB97M-V/def2-TZVPD", "species": ["Cs", "C", "C", "C", "C", "C", "N", "C", "C", "C", "C", "C", "C", "C", "C", "N", "C", "N", "C", "N", "C", "N", "C", "N", "C", "N", "C", "C", "C", "C", "C", "C", "C", "C", "C", "C", "C", "C", "C", "C", "N", "H", "H", "H", "H", "H", "H", "H", "H", "H", "H", "H", "H", "H", "H", "H", "H", "C", "O", "C", "C", "C", "C", "C", "C", "O", "C", "O", "C", "H", "H", "H", "H", "H", "H", "H", "H", "H", "O", "C", "C", "C", "C", "C", "C", "N", "H", "H", "H", "H", "H", "H", "H", "H", "H", "H", "H"], "positions_angstrom": [[-0.318, -0.074, 0.228], [1.792, 5.943, 4.527], [0.765, 5.567, 5.402], [-0.177, 4.616, 5.030], [-0.070, 4.048, 3.770], [-0.854, 3.040, 3.046], [-1.932, 2.452, 3.619], [-2.774, 1.706, 2.934], [-3.911, 1.022, 3.618], [-4.319, 0.974, 4.936], [-5.430, 0.194, 5.247], [-6.110, -0.513, 4.257], [-5.698, -0.456, 2.927], [-4.591, 0.313, 2.628], [-3.883, 0.634, 1.360], [-4.240, 0.223, 0.176], [-3.580, 0.928, -0.817], [-2.668, 0.407, -1.637], [-1.960, 1.466, -2.138], [-0.721, 1.326, -2.673], [0.211, 2.081, -2.127], [0.084, 2.666, -0.912], [1.257, 3.201, -0.551], [1.565, 3.739, 0.621], [0.747, 3.637, 1.677], [-0.331, 2.823, 1.836], [0.958, 4.424, 2.893], [1.895, 5.378, 3.263], [2.241, 3.033, -1.648], [3.564, 3.404, -1.808], [4.216, 3.016, -2.975], [3.563, 2.257, -3.947], [2.236, 1.873, -3.782], [1.587, 2.277, -2.630], [-2.618, 2.722, -1.813], [-2.412, 4.046, -2.190], [-3.278, 5.004, -1.697], [-4.329, 4.656, -0.833], [-4.532, 3.341, -0.455], [-3.671, 2.375, -0.962], [-2.798, 1.418, 1.624], [2.513, 6.687, 4.847], [0.711, 6.026, 6.383], [-0.977, 4.318, 5.696], [-3.779, 1.528, 5.694], [-5.774, 0.131, 6.273], [-6.968, -1.117, 4.531], [-6.217, -0.999, 2.147], [2.683, 5.663, 2.577], [4.069, 3.973, -1.037], [5.252, 3.297, -3.130], [4.102, 1.956, -4.838], [1.728, 1.257, -4.514], [-1.580, 4.314, -2.830], [-3.137, 6.046, -1.960], [-4.977, 5.435, -0.447], [-5.329, 3.069, 0.228], [5.098, -1.316, -4.567], [3.910, -1.857, -5.100], [2.865, -2.018, -4.224], [1.684, -2.546, -4.787], [0.607, -2.730, -3.963], [0.590, -2.431, -2.580], [-0.604, -2.826, -1.833], [-1.839, -3.280, -2.605], [-0.696, -2.842, -0.605], [1.788, -1.827, -2.007], [1.927, -1.409, -0.830], [2.921, -1.696, -2.901], [5.801, -1.245, -5.396], [5.519, -1.961, -3.789], [4.931, -0.323, -4.141], [1.653, -2.787, -5.841], [-0.284, -3.144, -4.415], [-2.110, -2.564, -3.380], [-2.650, -3.348, -1.884], [-1.681, -4.258, -3.066], [3.795, -1.255, -2.444], [3.061, -3.746, 3.188], [2.358, -4.408, 2.442], [1.825, -3.930, 1.119], [2.409, -4.709, -0.068], [1.669, -6.004, -0.387], [1.722, -7.063, 0.711], [1.158, -6.594, 2.052], [2.032, -5.696, 2.783], [2.026, -2.870, 0.984], [0.735, -4.026, 1.097], [3.471, -4.914, 0.109], [2.355, -4.059, -0.940], [2.073, -6.432, -1.309], [0.622, -5.754, -0.592], [2.756, -7.390, 0.869], [1.151, -7.940, 0.389], [0.997, -7.461, 2.695], [0.179, -6.130, 1.890], [2.379, -5.981, 3.683]], "lowdin_charge": [1.235, -0.122, -0.123, -0.040, -0.117, -0.295, 0.167, -0.309, -0.100, -0.029, -0.110, -0.111, -0.029, -0.099, -0.341, 0.175, -0.337, 0.098, -0.358, 0.157, -0.393, 0.072, -0.314, 0.176, -0.290, 0.139, -0.118, -0.038, -0.094, -0.029, -0.105, -0.113, -0.016, -0.093, -0.126, -0.030, -0.105, -0.107, -0.030, -0.128, 0.113, 0.082, 0.081, 0.099, 0.104, 0.086, 0.086, 0.106, 0.100, 0.104, 0.087, 0.089, 0.115, 0.109, 0.086, 0.084, 0.107, -0.106, -0.096, -0.304, -0.050, -0.060, -0.108, -0.445, -0.032, -0.126, -0.424, -0.230, 0.029, 0.083, 0.091, 0.073, 0.095, 0.092, 0.079, 0.078, 0.074, 0.107, 0.039, -0.485, -0.095, -0.161, -0.207, -0.200, -0.200, 0.057, 0.104, 0.112, 0.123, 0.095, 0.107, 0.113, 0.110, 0.101, 0.109, 0.121, 0.129], "gap_ev": [4.994, 4.696], "e_above_lowest_kcal_mol": 14.3, "e_lumo_ev": [3.8, 3.8], "charge": -2}